{"formula": "C5H8O", "method": "ωB97M-V/def2-TZVPD", "species": ["C", "C", "C", "C", "C", "O", "H", "H", "H", "H", "H", "H", "H", "H"], "coordinates": [[1.24905, 0.46314, -0.89561], [0.53776, -0.68075, -0.20028], [0.18134, -0.63897, 1.24727], [-0.91664, -0.55129, 0.21744], [-1.59113, 0.75028, -0.01281], [-2.61287, 0.88618, -0.64462], [1.21689, 1.38269, -0.30198], [2.30253, 0.21667, -1.06187], [0.79522, 0.67334, -1.86917], [0.78325, -1.66541, -0.59309], [0.41525, 0.27076, 1.79637], [0.24874, -1.54641, 1.83745], [-1.55801, -1.41183, 0.05788], [-1.08461, 1.63373, 0.43411]], "forces_ev_per_a": [[0.04, 0.01, 0.07], [0.14, -0.04, -0.11], [0.16, 0.03, 0.14], [-0.34, 0.00, -0.06], [-0.16, -0.02, -0.16], [0.34, -0.08, 0.30], [-0.02, -0.13, -0.09], [-0.14, 0.03, 0.06], [0.07, -0.03, 0.09], [-0.07, 0.16, 0.05], [-0.04, -0.09, -0.11], [-0.04, 0.11, -0.10], [0.09, 0.09, -0.01], [-0.04, -0.05, -0.07]], "e_tot_ha": -270.5154, "e_above_lowest_ev": 1.156, "charge": 0}

---

{"formula": "C23H43N2O15PS3", "method": "ωB97M-V/def2-TZVPD", "species": ["C", "C", "C", "C", "C", "C", "C", "C", "N", "C", "O", "C", "C", "P", "O", "O", "O", "C", "N", "C", "O", "C", "O", "H", "H", "H", "H", "H", "H", "H", "H", "H", "H", "H", "H", "H", "H", "H", "H", "H", "H", "H", "C", "C", "O", "S", "C", "O", "O", "H", "H", "H", "H", "H", "H", "H", "H", "C", "C", "O", "S", "C", "O", "O", "H", "H", "H", "H", "H", "H", "H", "H", "C", "C", "O", "S", "C", "O", "O", "H", "H", "H", "H", "H", "H", "H", "H"], "coordinates": [[-1.20691, -0.78884, 3.15321], [-1.56415, -0.54841, 1.67990], [-0.53616, -1.16845, 0.70755], [0.70533, -0.27214, 0.68917], [1.81649, -0.75861, -0.19721], [2.65163, -1.75614, 0.04498], [2.58868, -2.56429, 1.30938], [2.56740, -4.09073, 0.99888], [1.45650, -4.77483, 1.71618], [3.69980, -2.02998, -0.99114], [4.14037, -3.10813, -1.26888], [4.24433, -0.81009, -1.71149], [5.70287, -0.77479, -2.08114], [6.78871, -1.21793, -0.67416], [7.39386, -2.51893, -0.91048], [7.94221, -0.08651, -0.56258], [5.93889, -1.18730, 0.69361], [3.39546, 0.16423, -1.95088], [3.78446, 1.40198, -2.60934], [4.10553, 2.22141, -1.75787], [4.52792, 3.03244, -1.02315], [1.97252, -0.01823, -1.49371], [1.02018, 0.41254, -2.08515], [-1.56484, 0.05664, 3.75582], [-0.13187, -0.81417, 3.31608], [-1.69258, -1.66983, 3.56641], [-2.58191, -0.84185, 1.44283], [-1.47715, 0.52725, 1.52227], [-0.32387, -2.20940, 0.95261], [-1.01509, -1.16660, -0.27309], [0.39341, 0.70377, 0.31763], [1.05937, -0.08874, 1.70220], [1.72121, -2.31006, 1.90474], [3.49994, -2.38610, 1.87846], [3.49702, -4.54856, 1.32315], [2.42021, -4.25445, -0.06410], [0.73303, -4.10536, 1.94490], [1.04931, -5.42632, 1.06054], [5.88990, -1.51129, -2.85459], [5.93839, 0.23097, -2.41229], [7.66815, 0.50865, 0.14906], [6.47254, -1.66113, 1.34531], [-5.20152, 4.30552, -2.80317], [-4.89639, 2.84147, -2.55161], [-3.52160, 2.51728, -2.82617], [-2.42009, 2.94393, -1.75264], [-1.09480, 1.98011, -2.39306], [-2.80613, 2.43099, -0.47125], [-2.11935, 4.33157, -1.92600], [-4.68753, 4.94515, -2.08648], [-6.27278, 4.48948, -2.71444], [-4.87118, 4.60155, -3.79885], [-5.15393, 2.55174, -1.53125], [-5.48904, 2.22259, -3.22310], [-1.34675, 0.93038, -2.29874], [-0.21588, 2.21169, -1.80780], [-0.93309, 2.25189, -3.43315], [0.16481, -2.04117, -3.78898], [-0.82431, -1.49337, -4.79758], [-1.15433, -2.45463, -5.81839], [-2.16833, -3.62432, -5.43974], [-2.47714, -4.18480, -7.08042], [-3.35991, -3.04370, -4.90235], [-1.46032, -4.64110, -4.72849], [-0.27984, -2.83821, -3.19184], [0.48886, -1.24810, -3.11232], [1.03703, -2.46156, -4.29248], [-1.73462, -1.13886, -4.30936], [-0.38409, -0.64409, -5.31812], [-2.97634, -3.39446, -7.63412], [-3.11813, -5.06072, -7.01000], [-1.53082, -4.44948, -7.54462], [-0.67209, 2.99242, 8.37855], [-2.12661, 3.41795, 8.32887], [-2.50569, 3.91035, 7.03002], [-2.76334, 2.84482, 5.87277], [-3.53783, 3.94132, 4.73331], [-3.72209, 1.88684, 6.32833], [-1.50502, 2.43657, 5.32951], [-0.49663, 2.11233, 7.76082], [-0.38329, 2.75113, 9.40198], [-0.02605, 3.78679, 8.00459], [-2.78884, 2.60432, 8.62985], [-2.29151, 4.24237, 9.02036], [-4.47397, 4.28910, 5.16124], [-3.72388, 3.38260, 3.81838], [-2.86673, 4.77265, 4.53434]], "forces_ev_per_a": [[-0.72, 0.60, 0.16], [1.05, 0.08, 0.27], [-0.95, 0.49, 0.13], [-0.15, -0.23, -0.38], [-0.25, 0.78, -0.42], [0.11, -0.29, 0.62], [0.76, -1.18, -0.78], [-1.02, -0.06, 0.48], [0.38, 0.30, -0.16], [0.07, 0.75, -0.09], [0.28, -0.65, 0.06], [0.47, -0.59, 0.33], [-0.79, 0.38, 1.05], [0.98, -1.10, -1.13], [0.35, -0.54, 0.03], [-1.27, 0.03, 0.57], [0.02, 0.93, -0.40], [-0.57, 0.54, -0.50], [-0.71, -0.50, 0.94], [1.24, 1.61, 0.37], [-0.82, -1.02, -0.88], [0.65, -0.22, 0.65], [0.09, 0.50, -0.30], [0.04, -0.19, -0.04], [0.11, -0.26, 0.00], [0.24, -0.27, -0.05], [-0.08, -0.11, 0.04], [-0.39, 0.11, -0.18], [0.16, -0.03, 0.07], [0.30, -0.09, -0.24], [-0.10, 0.04, -0.02], [0.20, -0.20, 0.09], [-0.02, 0.25, 0.10], [-0.06, 0.33, 0.21], [0.16, -0.02, -0.23], [0.37, 0.06, -0.11], [-0.11, -0.05, 0.00], [-0.21, -0.20, 0.19], [0.34, -0.13, -0.02], [0.18, -0.02, -0.28], [0.39, 0.41, -0.09], [-0.14, -0.22, 0.19], [0.20, 0.15, 0.10], [-0.60, 0.28, 0.07], [0.17, -0.10, 0.05], [0.06, -0.39, -0.62], [-0.46, 0.22, -0.13], [-0.05, 0.23, 0.16], [-0.03, 0.11, 0.29], [-0.01, -0.02, 0.01], [-0.01, -0.09, -0.03], [-0.06, -0.05, -0.03], [0.18, -0.03, 0.02], [0.24, -0.13, -0.06], [-0.01, -0.01, 0.05], [-0.03, 0.11, 0.10], [0.00, 0.03, 0.02], [-0.03, -0.28, 0.15], [0.28, 0.35, 0.55], [-0.14, -0.09, -0.17], [0.25, 0.17, -0.54], [0.01, 0.03, -0.10], [-0.02, -0.06, 0.26], [-0.15, -0.07, 0.22], [-0.02, 0.01, -0.02], [-0.21, -0.22, -0.34], [0.00, 0.07, -0.03], [-0.09, -0.14, -0.09], [-0.08, -0.12, -0.24], [0.01, 0.01, 0.03], [0.00, 0.01, 0.09], [0.01, 0.00, 0.04], [0.06, -0.13, -0.23], [0.32, -0.24, 0.56], [-0.12, 0.01, -0.14], [-0.19, 0.73, -0.15], [-0.04, 0.10, 0.00], [0.19, -0.28, 0.08], [0.00, -0.33, 0.04], [-0.02, 0.00, 0.02], [-0.07, 0.06, 0.03], [-0.02, 0.04, 0.07], [-0.06, 0.00, -0.18], [-0.13, 0.13, -0.21], [0.01, -0.02, 0.02], [0.05, -0.07, 0.03], [0.02, -0.03, 0.01]], "e_tot_ha": -3676.2336, "charge": 0}

---

{"formula": "C10H16", "method": "ωB97M-V/def2-TZVPD", "species": ["C", "C", "C", "C", "C", "C", "C", "C", "H", "H", "H", "H", "H", "H", "H", "H", "H", "H", "C", "C", "H", "H", "H", "H", "H", "H"], "coordinates": [[-0.63180, 3.15489, 1.32012], [-0.73113, 2.07947, 0.24390], [-0.23075, 0.73321, 0.68671], [-1.10218, -0.20517, 1.20576], [-0.74287, -1.55268, 1.34575], [0.51713, -1.96921, 0.96578], [1.44496, -0.98204, 0.62974], [1.07640, 0.32001, 0.37883], [0.34618, 3.62897, 1.41656], [-0.90724, 2.78879, 2.30532], [-1.30524, 3.97824, 1.06571], [-1.77621, 2.00776, -0.07301], [-0.30907, 2.36725, -0.72368], [-2.15945, -0.00341, 1.33163], [-1.52564, -2.24762, 1.61833], [0.74392, -3.01921, 0.85784], [2.41776, -1.34889, 0.32887], [1.81075, 1.05019, 0.07257], [-0.29708, -0.72375, -2.26945], [0.87681, -1.39893, -3.02498], [-0.46765, -1.25793, -1.34557], [0.01736, 0.29986, -2.09542], [-1.20060, -0.74337, -2.87714], [0.97997, -2.43474, -2.68601], [1.82116, -0.98366, -2.67935], [0.72974, -1.37084, -4.09960]], "forces_ev_per_a": [[-0.04, 0.84, -0.29], [-0.52, 0.11, -0.10], [0.20, -0.16, -0.88], [-0.26, -0.80, -0.12], [-0.25, 0.39, -0.35], [-0.23, 0.57, 0.37], [0.33, -1.06, -1.07], [-0.35, 0.32, 1.49], [0.20, -0.33, -0.09], [-0.12, -0.18, 0.01], [-0.05, -0.04, 0.12], [-0.19, -0.32, 0.49], [0.69, 0.15, 0.34], [0.07, 0.46, 0.19], [0.10, -0.16, 0.07], [0.24, -0.06, 0.35], [0.26, 0.29, 0.09], [0.04, 0.02, -0.32], [0.79, -0.35, -0.97], [-0.40, -0.53, 1.07], [-0.18, 0.26, 0.26], [-0.49, 0.17, 0.23], [-0.08, 0.06, 0.09], [-0.31, -0.15, -0.42], [0.12, 0.42, -0.49], [0.39, 0.09, -0.08]], "e_tot_ha": -390.6118, "e_above_lowest_ev": 0.656, "charge": 0}

---

{"formula": "CH4O2S2", "method": "ωB97M-V/def2-TZVPD", "species": ["C", "O", "O", "S", "S", "H", "H", "H", "H"], "coordinates": [[-0.20731, 0.55977, 0.38940], [-1.39920, 1.18655, 0.22121], [-0.61668, -1.40054, -0.14808], [2.33814, -0.58952, -0.01452], [1.22016, 0.97917, -0.47537], [-0.24527, 0.07890, 1.42804], [-1.20655, 1.75104, -0.51369], [-1.15289, -1.30233, -0.86341], [1.26961, -1.26303, -0.02357]], "forces_ev_per_a": [[-2.74, -3.85, 2.52], [2.08, -0.25, 0.04], [3.18, 1.63, 3.85], [3.30, 0.43, 0.72], [-1.08, 1.87, -0.63], [0.92, 0.86, -1.64], [-0.78, 1.03, -1.19], [-2.41, 0.56, -3.35], [-2.46, -2.27, -0.32]], "e_tot_ha": -987.2432, "e_above_lowest_ev": 2.889, "charge": 0}